1.
Molecular formula: C17H18BFeN7O2S2
Method: DFT, ωB97M-V/def2-TZVPD

Output
E_HOMO (spin up / spin down), eV: -8.36 / -8.39
<S²>: 6.018
HOMO-LUMO gap (spin up / spin down), eV: 8.211 / 8.073
2S+1: 5
Total charge: 0

The geometry in XYZ format:
```
48
Properties=species:S:1:pos:R:3:forces:R:3:nbo_charge:R:1
O -0.951 6.259 0.380 0.36 -0.60 0.42 -0.910
H 1.407 0.250 -1.518 -0.40 0.38 -0.47 0.187
O 0.103 5.856 2.590 -0.21 -0.47 -0.92 -0.908
C -4.097 -1.735 -1.430 0.12 -0.03 0.06 -0.352
C 3.363 3.485 -0.784 -0.09 0.20 0.26 -0.201
N -0.149 -3.523 -0.411 1.28 1.03 -0.47 -0.314
N -0.852 3.869 1.288 -0.16 -1.22 -0.01 -0.736
C -3.088 -0.788 -1.215 0.54 -1.49 0.80 0.010
C -0.281 -1.210 2.937 -0.78 -1.32 -0.95 0.017
C 1.698 -3.852 -1.596 -0.05 0.11 -0.03 -0.355
H -4.089 -3.904 -0.766 -0.06 0.14 -0.06 0.229
C 2.334 5.528 0.031 -0.01 -0.41 -0.04 -0.187
S -0.206 5.386 1.256 0.48 -0.55 -0.18 2.280
N -2.436 -2.703 -0.304 -0.37 1.71 -0.54 -0.315
C -3.647 -2.921 -0.840 0.56 0.81 -0.04 0.032
H 0.095 -0.214 3.118 -0.03 -0.18 0.00 0.246
C 2.302 2.724 -0.276 -0.40 0.02 0.11 -0.205
H 2.495 -4.318 -2.144 0.01 -0.11 -0.04 0.235
C 3.394 4.876 -0.614 -0.23 -0.08 0.05 -0.192
C -0.602 -2.244 3.817 -0.01 -0.12 -0.08 -0.354
C 1.256 4.762 0.448 0.89 0.45 -0.36 -0.296
H 2.325 6.602 0.211 0.12 -0.24 -0.13 0.237
H -1.479 -4.263 3.298 0.06 0.06 0.06 0.226
H 4.182 2.990 -1.309 -0.19 0.11 0.28 0.218
N -0.579 -1.595 1.667 -0.39 -2.48 4.46 -0.437
H 0.936 -0.027 -3.214 -0.28 0.32 0.38 0.227
Fe -0.454 -0.636 0.093 2.06 1.62 -1.83 1.252
C -0.088 2.882 0.822 -1.71 2.40 1.04 0.118
H -0.336 0.314 -1.965 0.48 0.24 -0.51 0.193
C 0.691 0.556 -2.308 0.17 -0.43 0.03 -0.835
C -1.104 -3.287 3.033 0.28 0.74 -0.27 0.034
H 2.326 1.633 -0.310 0.00 0.40 -0.11 0.215
H -0.484 -2.215 4.883 -0.04 -0.14 0.12 0.236
B -1.440 -3.635 0.432 0.33 1.24 -0.08 0.545
H -3.026 0.263 -1.476 -0.07 -0.21 0.03 0.235
H -5.027 -1.572 -1.944 -0.04 -0.06 0.02 0.238
C 1.553 -2.479 -1.349 -1.26 -1.01 0.78 -0.002
N 0.437 -2.265 -0.613 1.25 -2.48 -1.36 -0.420
H 4.248 5.457 -0.969 -0.27 -0.24 0.05 0.222
H -1.843 -4.747 0.588 0.04 -0.01 -0.06 -0.019
S -0.758 1.329 1.040 -0.10 0.80 0.57 -0.298
N -1.085 -2.906 1.746 0.58 1.54 0.81 -0.325
H 0.781 1.633 -2.494 -0.06 -0.35 0.12 0.241
H 2.164 -1.647 -1.656 0.05 -0.16 0.03 0.220
C 0.601 -4.468 -0.994 0.14 0.67 -0.04 0.026
C 1.198 3.368 0.295 1.26 0.80 -0.30 -0.051
N -2.065 -1.365 -0.528 -4.04 -1.61 -1.54 -0.442
H 0.278 -5.502 -0.944 0.22 0.20 -0.05 0.231
```
Positions in Å, forces in eV/Å.

2.
Molecular formula: C3H6N2O2
Method: DFT, ωB97M-V/def2-TZVPD

Output
E_HOMO, eV: -9.78
HOMO-LUMO gap, eV: 10.456
Total charge: 0

The geometry in XYZ format:
```
13
Properties=species:S:1:pos:R:3:forces:R:3:nbo_charge:R:1
C 0.358 0.375 0.098 -0.18 0.14 -0.07 0.291
H -0.411 0.448 2.172 -0.11 0.02 -0.11 0.190
H 0.441 2.348 -0.454 0.02 -0.21 0.07 0.372
O 1.612 -0.062 0.558 0.04 -0.16 0.11 -0.705
N -0.643 -1.780 -1.053 0.07 0.48 0.19 -0.665
O -1.542 -0.423 0.613 -0.08 -0.16 -0.05 -0.480
C -0.733 0.650 1.147 0.07 0.25 0.24 -0.097
N 0.529 1.421 -0.858 0.15 0.10 -0.03 -0.825
H 0.178 -1.821 -1.655 -0.04 0.00 0.06 0.354
H 1.449 1.344 -1.273 -0.08 0.00 -0.13 0.381
H -1.253 1.609 1.073 0.09 -0.12 0.00 0.189
H 1.529 -0.960 0.910 0.04 0.16 -0.05 0.481
C -0.592 -0.771 -0.308 -0.01 -0.49 -0.23 0.515
```
Positions in Å, forces in eV/Å.

3.
Molecular formula: C20H23N5O2
Method: DFT, ωB97M-V/def2-TZVPD

Output
SMILES: CCOc1ccc(NC(=O)N2CCC(n3nnc4ccccc43)CC2)cc1
E_HOMO, eV: -7.80
HOMO-LUMO gap, eV: 8.370
Total charge: 0

The geometry in XYZ format:
```
50
Properties=species:S:1:pos:R:3:forces:R:3:nbo_charge:R:1
H 2.606 2.742 -1.873 0.04 0.00 -0.05 0.212
H -6.175 -1.431 1.296 -0.05 0.05 0.08 0.213
C 2.254 0.662 -1.479 -0.07 0.50 -0.40 -0.042
H 2.823 0.335 -2.359 -0.12 -0.01 0.18 0.215
N 2.530 -0.297 -0.436 0.76 -0.56 0.21 -0.203
C 4.455 -2.416 1.608 -0.07 0.04 -0.04 -0.169
H -5.321 0.285 -0.136 -0.10 -0.04 -0.01 0.216
H 0.276 -0.180 -1.381 -0.03 0.04 -0.14 0.245
H -0.510 -0.067 0.903 0.05 -0.01 -0.02 0.255
H -5.994 -3.184 1.313 0.00 -0.08 0.06 0.216
C -4.267 0.186 0.073 -0.19 -0.31 -0.06 -0.298
O 0.310 3.337 2.047 0.14 0.11 0.23 -0.647
H 0.303 2.824 -1.874 -0.11 -0.06 0.03 0.180
C 0.087 1.959 -1.229 -0.18 -0.08 -0.34 -0.218
N 1.617 -0.711 0.448 -0.77 0.42 -0.28 -0.032
N 0.576 2.225 0.101 0.16 -0.06 0.05 -0.464
H 6.518 -2.915 1.487 0.05 -0.05 0.05 0.217
C -6.342 -2.339 0.723 0.32 0.05 -0.27 -0.639
C 5.978 -1.558 -0.077 0.00 0.12 -0.15 -0.191
H 2.149 3.600 0.342 0.03 -0.15 0.01 0.213
C -3.618 -1.039 -0.036 0.20 0.07 0.03 0.283
N -1.536 2.423 1.122 -0.31 0.39 0.20 -0.666
C -5.588 -2.292 -0.603 -0.43 -0.04 0.08 -0.061
H 3.815 2.012 -0.817 -0.01 0.06 -0.04 0.226
C 5.709 -2.347 1.051 0.04 -0.16 0.19 -0.233
C 5.004 -0.805 -0.690 0.12 0.10 -0.17 -0.264
H -0.992 1.824 -1.207 0.12 0.08 -0.10 0.239
O -4.189 -2.213 -0.433 0.28 0.03 0.05 -0.496
H 4.241 -3.022 2.473 0.00 -0.09 0.11 0.228
H 5.217 -0.201 -1.559 0.07 0.05 -0.07 0.219
C 2.748 2.048 -1.044 -0.15 -0.21 0.05 -0.420
H -1.761 -2.060 0.200 0.08 -0.14 -0.01 0.227
C -2.256 -1.104 0.264 -0.26 -0.07 -0.08 -0.232
C 3.731 -0.863 -0.133 -0.24 -0.53 0.78 0.157
C 1.998 2.523 0.196 0.24 0.18 0.28 -0.214
C -1.556 0.017 0.652 -0.16 0.17 0.11 -0.262
C -0.177 2.679 1.145 -0.09 0.11 -0.10 0.798
C -2.202 1.250 0.732 -0.27 -0.34 -0.10 0.192
C 3.450 -1.662 1.004 0.54 0.61 -0.96 0.026
H -4.077 2.261 0.535 -0.03 0.11 -0.04 0.210
H -7.406 -2.451 0.537 -0.13 0.00 0.01 0.213
N 2.127 -1.508 1.290 -0.11 -0.53 0.75 -0.217
H -5.951 -1.467 -1.229 0.07 -0.10 0.00 0.166
H 2.380 2.024 1.093 0.07 0.10 -0.09 0.215
H -5.741 -3.227 -1.149 -0.02 0.18 0.01 0.192
C -3.561 1.315 0.452 0.34 0.05 0.03 -0.235
C 0.752 0.704 -1.804 -0.11 0.09 0.05 -0.414
H 0.604 0.691 -2.884 0.02 -0.03 -0.01 0.218
H -2.024 2.975 1.816 0.24 -0.08 -0.05 0.409
H 6.983 -1.544 -0.473 0.07 0.01 -0.04 0.217
```
Positions in Å, forces in eV/Å.

4.
Molecular formula: C6H11N4
Method: DFT, ωB97M-V/def2-TZVPD

Output
SMILES: [H]/N=C/N=C\N=[N+]1CCCC1
E_HOMO, eV: -14.48
HOMO-LUMO gap, eV: 9.408
Total charge: +1

The geometry in XYZ format:
```
21
Properties=species:S:1:pos:R:3:forces:R:3:nbo_charge:R:1
C -3.733 -0.543 -0.204 -1.03 0.46 -0.19 0.270
N -2.663 -1.132 -0.560 -0.57 0.66 0.58 -0.607
H 0.474 -1.731 0.657 -0.93 -3.21 -1.75 0.226
N -0.323 0.185 0.274 0.83 -0.28 2.54 0.045
N -1.479 0.236 0.666 0.82 -2.35 -0.28 0.025
H 0.297 2.099 -0.422 0.81 -1.02 0.89 0.251
C 0.433 0.998 -0.661 -1.63 3.04 0.11 -0.288
H 2.519 -1.256 0.682 1.38 0.17 -0.40 0.248
H -0.202 1.115 -1.517 0.12 -1.03 -1.42 0.259
C 2.036 -0.299 0.648 -3.08 -0.49 -1.54 -0.391
H -2.188 1.991 0.995 0.19 3.22 1.11 0.219
H 2.636 1.225 -0.762 -1.49 -1.30 -0.71 0.258
N -3.664 0.784 0.171 0.65 1.15 0.82 -0.403
H 0.523 -0.847 2.095 -0.87 0.62 -1.66 0.252
H -4.805 -0.863 -0.113 1.22 -0.54 -0.28 0.225
H 2.368 0.427 1.337 0.54 0.42 1.08 0.221
C -2.493 1.115 0.587 -1.49 -1.91 -2.14 0.245
C 0.590 -0.777 0.949 1.75 3.11 3.66 -0.247
C 1.811 0.420 -0.719 2.13 2.79 2.90 -0.418
H 1.787 -0.238 -1.475 0.75 -2.28 -2.94 0.226
H -2.752 -2.120 -0.594 -0.10 -1.24 -0.37 0.384
```
Positions in Å, forces in eV/Å.

5.
Molecular formula: C5H13NO2
Method: DFT, ωB97M-V/def2-TZVPD

Output
E_HOMO (spin up / spin down), eV: -14.21 / -14.21
<S²>: 0.756
HOMO-LUMO gap (spin up / spin down), eV: 7.553 / 6.655
2S+1: 2
Total charge: +1

The geometry in XYZ format:
```
21
Properties=species:S:1:pos:R:3:forces:R:3:nbo_charge:R:1
H -0.008 0.407 -1.796 -0.03 0.18 -0.53 0.451
H 1.468 -2.843 0.154 -0.48 0.28 0.61 0.276
C -2.040 -0.003 0.214 2.68 -0.32 -3.33 -0.205
O 0.226 1.292 -2.104 -0.22 -0.12 0.06 -0.932
C -0.720 0.580 0.667 0.01 -0.96 -0.80 -0.394
H 1.710 1.160 1.594 -0.32 -0.62 0.55 0.280
H -3.156 0.609 0.649 -3.87 2.47 0.88 0.473
H -1.842 -0.486 -0.742 -0.20 -0.29 0.02 0.208
H 2.480 -1.704 -0.795 0.02 0.74 0.18 0.279
O -3.072 1.131 -0.197 2.22 -2.92 2.19 -0.647
C 0.510 -0.421 0.563 -0.60 1.26 2.25 -0.124
C 1.762 0.457 0.767 0.30 0.60 -1.67 -0.658
C 1.487 -1.869 -0.353 0.52 -1.92 -2.04 0.122
H 2.709 -0.068 0.730 0.13 -0.10 0.50 0.221
H 0.399 -1.130 1.392 -0.03 -0.20 -0.21 0.246
H -2.357 -0.810 0.888 -0.77 0.42 0.11 0.210
H -0.609 1.639 -2.449 0.19 0.11 -0.08 0.494
N 0.442 -1.278 -0.802 0.37 0.51 1.06 -0.091
H -0.723 0.813 1.730 0.14 0.50 -0.10 0.247
H 1.795 1.162 -0.072 0.01 -0.23 -0.22 0.269
H -0.462 1.362 -0.038 -0.07 0.61 0.57 0.275
```
Positions in Å, forces in eV/Å.

6.
Molecular formula: C8H26CaO18P2S2
Method: DFT, ωB97M-V/def2-TZVPD

Output
E_HOMO, eV: -1.06
HOMO-LUMO gap, eV: 4.572
Total charge: -2

The geometry in XYZ format:
```
57
Properties=species:S:1:pos:R:3:forces:R:3:nbo_charge:R:1
H -0.158 -2.372 -2.883 -0.45 -0.02 0.71 0.543
H 2.284 4.571 1.251 -0.12 -0.14 0.10 0.177
O -0.861 -0.868 1.723 0.49 0.47 0.94 -1.137
S -0.909 -4.282 -0.681 -1.35 -1.44 -0.55 2.592
O 0.266 -1.499 -2.718 0.72 0.32 -0.99 -0.817
H 1.404 0.630 2.617 -0.15 -0.17 -0.12 0.199
H -4.371 -0.070 2.744 0.05 0.02 0.32 0.176
O -2.143 -4.975 -0.306 0.55 -0.04 0.40 -1.050
O -2.100 -0.011 -1.260 0.37 1.67 -0.45 -1.209
O 3.041 1.422 -0.874 -0.51 0.33 0.26 -0.832
H 3.780 -0.459 -1.299 0.07 0.08 0.01 0.190
C 1.170 0.590 3.679 0.70 0.24 0.03 -0.241
H 3.759 0.688 -2.683 0.26 0.25 0.28 0.170
O 1.183 2.937 -1.428 0.06 0.02 -0.04 -0.818
H -1.037 -0.064 -3.454 -0.06 -0.17 0.02 0.224
P 1.570 1.809 -0.392 0.78 -0.21 -0.20 2.612
H -1.793 1.734 0.165 0.12 -0.33 0.18 0.221
O 0.619 0.716 -0.251 0.43 0.55 0.28 -1.101
C 2.807 3.630 1.055 0.09 0.80 0.12 -0.247
H 3.468 3.433 1.897 0.08 -0.08 -0.07 0.186
O -0.176 0.281 3.952 -0.39 0.16 0.04 -0.802
H -3.140 1.026 1.015 0.13 -0.17 0.07 0.261
S -3.413 -0.711 -1.034 0.06 -2.64 -1.25 2.584
H 2.919 -3.732 0.087 -0.11 -0.13 -0.09 0.169
H 1.949 -3.665 -1.403 -0.15 -0.10 0.24 0.257
H 2.383 -1.601 0.475 -0.14 -0.06 0.10 0.459
O 1.869 2.577 0.969 -0.26 -0.37 -0.19 -0.815
H 0.676 0.221 -3.712 0.06 -0.09 -0.39 0.132
O -1.205 -3.346 -1.799 0.47 0.67 -1.13 -1.153
H -4.008 -1.678 3.488 -0.08 0.10 0.11 0.178
H 1.431 1.566 4.098 -0.23 0.02 0.02 0.164
C -3.621 -0.848 2.902 -0.37 -0.40 -0.71 -0.300
H -0.409 4.083 -2.042 0.06 -0.26 -0.06 0.201
C -2.335 1.754 1.110 -0.58 0.64 -0.71 -0.303
H -3.366 -1.227 1.900 0.23 -0.05 0.11 0.290
Ca -0.530 -1.365 -0.449 -1.10 -1.03 -0.57 1.777
H -0.215 -1.030 -4.695 0.26 0.08 -0.10 0.158
H -0.596 3.495 -0.391 0.17 -0.35 -0.01 0.216
O 1.913 -1.958 -0.283 0.56 0.44 -0.03 -0.738
O -3.863 -1.277 -2.309 -0.46 0.86 -0.14 -1.063
H 1.810 -0.149 4.164 -0.08 -0.12 -0.08 0.175
C 0.129 3.845 -1.125 -0.32 0.86 -0.09 -0.257
H 0.569 4.783 -0.767 0.01 -0.13 0.07 0.160
H -2.813 2.736 1.199 0.17 -0.03 0.35 0.155
O -1.466 1.562 2.236 0.52 0.06 0.64 -0.846
C 3.235 0.341 -1.790 -0.39 -0.49 -0.88 -0.259
P -1.220 0.091 2.770 -0.86 -0.21 -0.21 2.615
O -0.404 -3.383 0.397 0.61 -0.82 1.10 -1.161
H 2.292 -0.070 -2.159 -0.02 -0.09 0.37 0.236
O -3.044 -1.836 -0.138 -0.19 0.64 1.02 -1.100
C -0.095 -0.558 -3.718 -0.39 0.19 0.60 -0.254
O -2.484 -0.317 3.622 0.44 0.28 -0.01 -0.827
C 2.615 -3.102 -0.751 0.00 -0.13 -0.14 -0.254
H 3.510 -2.818 -1.331 -0.02 0.12 0.09 0.117
H 3.391 3.801 0.150 0.01 -0.41 -0.06 0.192
O -4.394 0.192 -0.426 -0.32 0.73 0.42 -1.094
O 0.127 -5.244 -1.113 0.57 0.10 0.23 -1.108
```
Positions in Å, forces in eV/Å.

Record-wise calculated total energy values, in eV: -89181.386 -10282.334 -32658.823 -12349.919 -10966.346 -104269.683
Record-wise energy above the lowest of the compared OMol25 structures with the same formula, charge and spin values, in kcal/mol: 0.0 56.8 36.4 104.9 149.4 7.0